# 1
{
  "formula": "C9H17NO3Si",
  "method": "ωB97M-V with the def2-TZVPD basis set",
  "elements": ["C", "C", "Si", "O", "C", "O", "C", "O", "C", "H", "H", "H", "H", "H", "H", "H", "H", "H", "H", "H", "H", "C", "C", "C", "N", "C", "H", "H", "H", "H", "H"],
  "positions_angstrom": [[0.979354, -2.053472, -1.763923], [0.440472, -0.877112, -1.467744], [1.300710, 0.250534, -0.210535], [1.197566, -0.259769, 1.366358], [1.444148, -1.509938, 1.916230], [2.825056, 0.738838, -0.507570], [3.994780, -0.004372, -0.840519], [0.327275, 1.600696, -0.094140], [0.493569, 2.931610, 0.416978], [0.625962, -2.691938, -2.427266], [1.972043, -2.431197, -1.419071], [-0.378101, -0.697666, -2.089349], [2.412970, -1.914566, 1.832145], [0.842966, -2.365497, 1.500895], [1.392112, -1.295208, 2.899642], [4.337451, -0.069802, -1.926912], [4.117003, -0.940748, -0.258688], [4.783015, 0.626101, -0.505760], [-0.191492, 3.395364, -0.311673], [1.583304, 3.086009, 0.188283], [0.280624, 2.904700, 1.418560], [-4.054127, -0.885515, 0.621311], [-4.642763, 0.116506, -0.178969], [-3.706742, 1.105611, -0.388122], [-2.522098, 0.710747, 0.213882], [-2.737113, -0.497659, 0.885512], [-4.368457, -1.807901, 1.071980], [-5.580470, 0.287794, -0.596120], [-3.582592, 2.081122, -0.896757], [-1.710215, 1.268461, 0.153755], [-1.876215, -0.801721, 1.397579]],
  "forces_ev_per_a": [[3.4, 1.8, 2.9], [2.2, -0.4, 1.0], [-2.0, 1.2, 0.8], [0.2, 0.1, -1.8], [-0.6, -1.4, -2.3], [0.1, -0.7, -1.0], [1.0, 0.3, -0.2], [0.2, -1.9, -0.5], [1.9, -1.8, -4.4], [-2.1, -2.7, -3.2], [-0.8, 0.5, 0.4], [-1.7, 1.0, -0.3], [1.9, 0.1, -0.8], [-0.3, 1.1, 0.7], [-1.0, -0.4, 3.6], [-1.6, -0.4, 1.0], [-0.4, 0.3, -0.7], [0.9, 0.5, 0.7], [0.5, 1.2, 1.2], [-1.1, 1.1, 0.6], [-0.7, 0.6, 2.4], [2.0, -0.1, 0.9], [1.1, 1.2, 0.0], [2.2, 0.1, 0.2], [-2.8, -1.1, 0.3], [-0.8, 2.4, -2.1], [-0.8, -0.1, -0.3], [-1.7, -0.6, -0.3], [-1.1, -0.9, 0.1], [1.2, 0.1, 0.2], [0.6, -1.2, 0.9]],
  "lowdin_charge": [-0.04, -0.12, 0.30, -0.18, -0.15, -0.18, -0.13, -0.28, -0.06, 0.00, 0.07, 0.05, 0.06, 0.11, 0.05, 0.11, 0.09, 0.06, 0.10, 0.10, 0.06, -0.10, -0.12, -0.13, 0.01, -0.10, 0.08, 0.07, 0.12, 0.08, 0.08],
  "smiles": "C=C[Si](OC)(OC)OC.c1cc[nH]c1",
  "homo_lumo_gap_ev": 8.56,
  "relative_energy_kj_mol": 168.7,
  "energy_ev": -25118.696
}


# 2
{
  "formula": "C9H17NO4",
  "method": "ωB97M-V with the def2-TZVPD basis set",
  "elements": ["C", "C", "O", "C", "N", "C", "C", "O", "C", "C", "C", "O", "C", "O", "H", "H", "H", "H", "H", "H", "H", "H", "H", "H", "H", "H", "H", "H", "H", "H", "H"],
  "positions_angstrom": [[4.714629, 0.628849, 0.814820], [3.518856, 0.671697, -0.140602], [3.942603, 0.636372, -1.505501], [2.607690, -0.531694, 0.058118], [1.521350, -0.547607, -0.907896], [0.467422, -1.505185, -0.567735], [-0.624458, -0.867317, 0.297606], [-1.815450, -0.772137, -0.473164], [-2.853695, -0.099240, 0.152937], [-3.505103, 1.060155, -0.601967], [-4.670019, 1.285767, 0.358250], [-5.142796, -0.062659, 0.607011], [-4.106147, -0.930052, 0.423919], [-4.247735, -2.115453, 0.431987], [5.522591, 0.063859, 0.341705], [4.452123, 0.146859, 1.760130], [5.084524, 1.631741, 1.042632], [2.926755, 1.579215, 0.036581], [4.314891, 1.494778, -1.735361], [3.231928, -1.441276, 0.012571], [2.176618, -0.470951, 1.063835], [1.892772, -0.761013, -1.823418], [-0.011103, -1.847283, -1.486405], [0.877591, -2.381852, -0.046375], [-0.282210, 0.134590, 0.594402], [-0.818792, -1.450233, 1.208119], [-2.538941, 0.293375, 1.133922], [-2.879528, 1.918551, -0.844624], [-3.955006, 0.649361, -1.514913], [-5.481630, 1.908496, -0.010918], [-4.319730, 1.680288, 1.320333]],
  "forces_ev_per_a": [[0.0, 0.1, -0.1], [-0.1, -0.1, 0.2], [0.0, 0.2, 0.1], [0.1, 0.1, -0.1], [-0.2, -0.2, 0.0], [0.0, 0.1, 0.1], [0.2, -0.1, 0.1], [-0.2, 0.0, -0.3], [0.1, 0.3, 0.2], [-0.4, -0.3, -0.1], [0.4, 0.0, 0.2], [0.0, 0.1, -0.1], [-0.2, -0.3, -0.1], [0.1, 0.3, 0.2], [-0.1, 0.0, 0.1], [0.0, 0.0, 0.0], [0.0, -0.1, -0.1], [0.0, -0.1, -0.1], [0.0, -0.1, 0.0], [-0.1, 0.0, 0.1], [0.1, 0.0, -0.1], [0.1, 0.1, 0.0], [0.0, 0.0, 0.1], [-0.1, 0.0, -0.1], [-0.1, -0.1, 0.0], [0.0, 0.0, -0.1], [0.1, -0.1, -0.1], [0.0, -0.1, 0.3], [0.3, 0.2, -0.1], [-0.1, -0.3, -0.1], [-0.1, 0.2, -0.2]],
  "lowdin_charge": [-0.05, -0.43, -0.05, -0.21, -0.06, -0.19, -0.18, -0.07, -0.29, -0.07, -0.15, 0.02, -0.43, 0.16, 0.08, 0.08, 0.07, 0.14, 0.09, 0.13, 0.13, 0.11, 0.12, 0.11, 0.12, 0.13, 0.16, 0.13, 0.14, 0.13, 0.13],
  "smiles": "C[C@@H](O)CNCCO[C@H]1CCOC1=O",
  "homo_lumo_gap_ev": 9.79,
  "relative_energy_kj_mol": 73.9,
  "energy_ev": -19287.959
}


# 3
{
  "formula": "C9H18AgO8",
  "method": "ωB97M-V with the def2-TZVPD basis set",
  "elements": ["Ag", "C", "O", "H", "H", "H", "C", "C", "O", "O", "H", "H", "H", "C", "C", "O", "O", "H", "H", "H", "C", "C", "O", "O", "H", "H", "H", "C", "C", "O", "H", "H", "H", "H", "H", "H"],
  "positions_angstrom": [[0.492930, 0.330050, -0.135713], [0.319448, 2.702422, -2.121341], [1.050847, 2.328388, -1.033942], [-0.568295, 2.061717, -2.275690], [-0.022460, 3.747450, -2.005622], [0.878505, 2.594484, -3.071521], [-1.456938, -2.317934, -3.368064], [-1.074507, -1.737776, -1.988893], [-1.288650, -2.451796, -0.996938], [-0.543891, -0.592653, -2.027621], [-2.363380, -1.858418, -3.776049], [-1.614079, -3.390501, -3.269836], [-0.658989, -2.083562, -4.076647], [4.765594, -1.164308, -1.218857], [3.704319, -0.301168, -0.508428], [4.057577, 0.855397, -0.204727], [2.570143, -0.843370, -0.384234], [5.533392, -0.525282, -1.651652], [4.316374, -1.840718, -1.951349], [5.243783, -1.859510, -0.513783], [0.218482, -0.003635, 4.305999], [0.331514, -0.220671, 2.796176], [0.928044, 0.692805, 2.159153], [-0.274961, -1.187118, 2.289586], [0.226289, -0.945532, 4.855476], [-0.682629, 0.556262, 4.572126], [1.041458, 0.643857, 4.622758], [-3.077861, 0.841903, 2.109343], [-2.691676, 0.318541, 0.755333], [-1.741883, 1.182309, 0.116306], [-3.424549, 1.883417, 2.063153], [-2.279507, 0.849736, 2.849684], [-3.910340, 0.252812, 2.517540], [-3.566559, 0.234791, 0.094380], [-2.239831, -0.674305, 0.765999], [-2.197710, 1.921916, -0.292105]],
  "forces_ev_per_a": [[1.0, 0.0, -0.2], [-0.1, -0.3, -0.5], [-0.1, -0.7, 0.6], [0.0, 0.1, 0.2], [-0.1, 0.0, -0.1], [0.0, 0.2, 0.1], [0.1, 0.2, -0.1], [0.0, -0.3, 0.1], [-0.2, 0.2, -0.1], [-0.1, 0.3, -0.1], [0.0, 0.0, 0.2], [0.0, 0.0, -0.1], [0.0, -0.2, 0.0], [0.2, -0.7, 0.2], [-0.3, 0.5, -0.4], [0.0, -0.4, 0.1], [0.3, 0.1, 0.0], [0.0, -0.1, -0.1], [-0.1, 0.3, -0.2], [0.0, 0.3, 0.2], [0.6, 0.3, 0.4], [-0.7, 0.4, -0.8], [-0.1, -0.1, 0.3], [0.1, 0.0, 0.3], [0.0, 0.0, 0.0], [-0.2, -0.2, -0.3], [0.1, -0.2, 0.1], [-0.6, 0.3, 0.7], [0.2, 0.1, -0.8], [-0.4, 0.1, 0.3], [-0.1, -0.1, -0.2], [0.3, -0.3, -0.3], [0.1, 0.0, 0.0], [-0.1, 0.0, 0.2], [0.2, 0.1, 0.3], [0.0, 0.0, 0.0]],
  "lowdin_charge": [0.98, -0.30, -0.23, 0.06, 0.06, 0.06, -0.05, -0.76, -0.05, -0.13, 0.05, 0.05, 0.05, -0.07, -0.77, -0.08, -0.12, 0.04, 0.05, 0.05, -0.05, -0.77, -0.11, -0.07, 0.05, 0.05, 0.06, -0.09, -0.30, -0.14, 0.07, 0.05, 0.07, 0.11, 0.09, 0.08],
  "homo_lumo_gap_ev": [6.91, 6.26],
  "s_squared": 0.758,
  "relative_energy_kj_mol": 0.0,
  "charge": -2,
  "energy_ev": -30003.116,
  "spin_multiplicity": 2
}


# 4
{
  "formula": "C9H18BF4LiO5",
  "method": "ωB97M-V with the def2-TZVPD basis set",
  "elements": ["Li", "B", "F", "F", "F", "F", "C", "O", "H", "H", "H", "H", "C", "O", "H", "H", "H", "H", "C", "O", "H", "H", "H", "H", "C", "C", "C", "C", "C", "C", "O", "O", "H", "H", "H", "H", "H", "H"],
  "positions_angstrom": [[0.528605, -0.853289, 0.280395], [3.092605, -1.536289, 0.068395], [2.739605, -0.226289, -0.135605], [4.313605, -1.782289, 0.590395], [2.065605, -1.835289, 0.996395], [2.846605, -2.371289, -1.070605], [-1.532395, 0.206711, -1.541605], [-0.262395, 0.472711, -1.083605], [-2.160395, 0.634711, -0.636605], [-1.544395, -0.844289, -1.502605], [-1.730395, 0.718711, -2.282605], [-0.027395, 1.442711, -1.157605], [-1.698395, -3.052289, 0.105395], [-0.482395, -2.531289, 0.498395], [-1.799395, -4.059289, 0.521395], [-1.866395, -2.891289, -0.951605], [-2.637395, -2.292289, 0.633395], [0.026605, -3.071289, 1.052395], [0.552605, -1.918289, -3.610605], [0.073605, -3.236289, -4.054605], [0.475605, -1.813289, -2.505605], [-0.261395, -1.397289, -3.728605], [1.592605, -1.527289, -4.025605], [0.385605, -3.369289, -4.884605], [-1.361395, 1.855711, 2.501395], [-1.441395, 3.336711, 2.266395], [-0.340395, 4.008711, 1.736395], [0.957605, 3.414711, 1.518395], [0.956605, 1.986711, 1.712395], [-0.102395, 1.209711, 2.209395], [-0.012395, -0.154289, 2.311395], [-0.399395, 5.285711, 1.638395], [-2.157395, 1.595711, 2.889395], [-2.326395, 3.860711, 2.828395], [1.794605, 3.790711, 1.046395], [1.930605, 1.403711, 1.464395], [-0.525395, -0.406289, 3.108395], [0.336605, 5.944711, 1.194395]],
  "forces_ev_per_a": [[0.5, 0.0, 0.2], [-0.7, -1.8, -0.7], [0.5, 2.1, -1.4], [0.7, 0.3, 0.2], [-1.2, -1.4, 1.4], [0.2, 0.9, 0.4], [-0.1, -2.2, 10.4], [3.6, 1.9, 0.3], [0.0, -1.2, -1.9], [-1.0, -1.2, -0.9], [-2.3, 4.1, -7.9], [-0.4, -1.8, 0.3], [-3.3, 2.2, 2.3], [0.0, 2.2, -1.4], [-0.4, 0.1, -0.7], [0.2, -0.7, -0.2], [2.5, -2.4, -1.3], [1.1, -1.4, 1.1], [3.7, -2.6, 1.1], [-0.2, 1.3, 4.4], [1.4, -1.2, -0.3], [-3.9, 4.2, -2.2], [-2.5, -1.0, 0.8], [1.4, -0.7, -3.8], [9.6, 6.7, -4.8], [-0.4, -2.8, 1.8], [3.2, -2.1, 0.3], [-4.6, -5.0, 1.0], [2.2, -0.2, -0.4], [-2.7, 2.4, 0.1], [0.0, -0.4, 0.7], [0.5, 7.4, -1.6], [-7.4, -3.9, 3.8], [1.8, -0.7, -1.8], [1.4, 1.4, -0.6], [-1.7, 1.0, 0.5], [0.5, -0.1, -0.9], [-2.4, -3.6, 1.6]],
  "lowdin_charge": [0.68, -1.30, 0.12, 0.19, 0.04, 0.08, -0.11, -0.17, 0.14, 0.05, 0.01, 0.14, -0.14, -0.17, 0.09, 0.06, 0.16, 0.07, -0.10, -0.09, 0.06, -0.01, 0.15, 0.00, 0.05, 0.02, -0.42, 0.03, -0.02, -0.33, -0.02, 0.01, 0.00, 0.15, 0.08, 0.15, 0.14, 0.23],
  "homo_lumo_gap_ev": 8.64,
  "relative_energy_kj_mol": 273.8,
  "energy_ev": -31615.556
}


# 5
{
  "formula": "C9H18ClIN2OPSYb",
  "method": "ωB97M-V with the def2-TZVPD basis set",
  "elements": ["C", "I", "H", "H", "H", "Yb", "P", "C", "C", "H", "H", "H", "C", "H", "H", "H", "H", "H", "H", "C", "O", "Cl", "C", "N", "C", "C", "N", "C", "S", "H", "H", "H", "H", "H", "H"],
  "positions_angstrom": [[0.133732, -4.450259, -3.193975], [1.159536, -2.735469, -2.332779], [-0.926228, -4.337575, -2.950505], [0.542887, -5.361738, -2.749830], [0.291498, -4.451354, -4.276223], [-0.701813, -0.979850, -0.441328], [0.004800, 1.485960, -2.018659], [1.409116, 1.935299, -3.085414], [-1.155525, 0.886483, -3.307685], [-1.582503, 3.097534, -1.175213], [-0.793315, 3.686214, -2.685933], [0.098479, 3.721836, -1.129841], [-0.640050, 3.173057, -1.729046], [-2.138778, 0.706030, -2.848242], [-1.243273, 1.657354, -4.086124], [1.056851, 2.589337, -3.898225], [1.859682, 1.025370, -3.506035], [-0.760423, -0.039281, -3.752176], [2.152723, 2.470637, -2.474698], [1.651459, -0.236841, -0.627626], [2.776094, 0.014073, -0.715372], [-2.205422, 0.838236, 0.244894], [-0.184586, -1.990255, 4.931424], [-0.104699, -0.693148, 4.286218], [-0.230905, 0.538909, 4.914484], [-0.117131, 1.480798, 3.938528], [0.070347, 0.812063, 2.746005], [0.094893, -0.540987, 2.947709], [0.488861, -1.798225, 1.874194], [-1.020447, -2.577431, 4.533432], [0.742124, -2.545197, 4.763945], [-0.328016, -1.820628, 5.996146], [-0.380567, 0.630288, 5.982840], [-0.129856, 2.552141, 3.990094], [0.110458, 1.256619, 1.835009]],
  "forces_ev_per_a": [[-0.4, -0.3, -0.1], [-0.4, -0.5, -0.2], [0.3, 0.0, -0.1], [0.1, 0.4, 0.1], [0.1, 0.3, 0.3], [0.9, 1.1, 0.4], [-0.7, 0.8, -1.3], [0.6, -0.4, 0.2], [-0.1, -0.3, 0.2], [0.2, 0.3, -0.2], [0.1, -0.2, 0.2], [-0.3, 0.0, -0.1], [-0.1, -0.3, 0.8], [0.1, 0.1, -0.3], [-0.1, -0.3, 0.1], [0.1, -0.3, 0.3], [0.1, 0.4, 0.0], [-0.2, 0.2, 0.0], [-0.1, -0.2, -0.4], [4.0, 0.2, 0.2], [-3.7, -0.5, 0.2], [0.1, -0.8, 0.0], [0.0, -0.5, 0.2], [0.1, 0.1, -1.0], [0.1, 0.0, -0.8], [-0.1, -0.4, 0.3], [0.1, -0.8, 0.1], [-0.3, 1.9, 1.7], [-0.6, -0.3, -1.2], [0.2, 0.3, 0.1], [-0.1, 0.1, 0.1], [0.0, -0.1, -0.1], [0.0, 0.0, -0.3], [-0.1, 0.1, 0.0], [0.0, -0.1, 0.4]],
  "lowdin_charge": [-0.43, 0.93, 0.01, 0.03, 0.03, 0.98, 0.68, -0.26, -0.29, 0.01, 0.07, 0.06, -0.26, 0.03, 0.07, 0.07, 0.05, 0.03, 0.06, -0.39, 0.11, -0.05, -0.01, -0.11, 0.01, -0.03, 0.06, -0.73, 0.59, 0.11, 0.10, 0.11, 0.15, 0.13, 0.11],
  "homo_lumo_gap_ev": [6.98, 6.00],
  "s_squared": 0.751,
  "relative_energy_kj_mol": 0.0,
  "charge": 2,
  "energy_ev": -86916.545,
  "spin_multiplicity": 2
}


# 6
{
  "formula": "C9H18ClNaO13",
  "method": "ωB97M-V with the def2-TZVPD basis set",
  "elements": ["Na", "Cl", "O", "O", "O", "O", "C", "O", "C", "O", "O", "C", "H", "H", "H", "H", "H", "H", "C", "O", "C", "O", "O", "C", "H", "H", "H", "H", "H", "H", "C", "O", "C", "O", "O", "C", "H", "H", "H", "H", "H", "H"],
  "positions_angstrom": [[-3.621565, 4.629522, 0.298910], [0.962208, 0.992782, -0.362648], [0.714703, 1.164913, 1.038534], [2.335731, 1.311740, -0.600552], [0.716188, -0.398568, -0.691736], [0.143211, 1.984870, -0.988578], [3.400951, 7.034026, 1.670122], [2.739937, 7.843207, 2.660471], [2.430794, 7.253899, 3.793999], [2.895886, 6.207419, 4.227665], [1.482159, 7.890813, 4.416361], [1.033158, 7.680983, 5.748449], [3.919357, 6.159085, 2.062347], [4.234125, 7.680640, 1.394811], [2.737321, 6.782276, 0.842879], [0.051309, 8.149683, 5.814714], [1.683325, 8.134012, 6.496877], [0.827388, 6.621543, 5.901257], [2.679992, -6.344775, 0.809980], [2.537179, -7.607378, 0.194048], [3.462750, -8.025343, -0.737475], [4.391789, -7.316964, -1.167910], [3.177041, -9.284329, -1.231522], [3.897794, -9.790797, -2.313254], [2.811100, -5.587956, 0.036586], [3.434401, -6.326887, 1.596517], [1.691995, -6.102138, 1.201246], [3.381887, -10.385998, -3.066696], [4.431404, -10.638789, -1.883980], [4.650417, -9.109893, -2.710778], [-6.896818, -1.507704, -1.392175], [-6.219926, -1.233125, -2.606565], [-5.786668, 0.039403, -2.797088], [-5.752625, 0.962777, -2.028953], [-5.349427, 0.045764, -4.045295], [-4.659066, 1.200897, -4.509782], [-6.271472, -1.214696, -0.548858], [-6.997611, -2.593028, -1.395010], [-7.829736, -0.956312, -1.274997], [-5.157868, 2.136372, -4.256458], [-4.620335, 1.359057, -5.587551], [-3.692385, 1.158999, -4.007912]],
  "forces_ev_per_a": [[0.3, -0.4, -0.1], [1.3, -0.4, 2.3], [-0.4, -0.3, 1.4], [0.6, -0.1, -0.8], [-0.6, 0.9, -0.9], [-1.3, 0.1, -1.9], [1.5, 0.5, 0.2], [-0.6, -0.1, -0.4], [0.8, -3.3, 1.7], [0.0, 1.1, -0.7], [-1.3, 2.6, -0.3], [-0.4, -0.8, -0.2], [-0.7, -0.1, 0.4], [-0.2, 0.0, -0.8], [0.0, 0.2, 0.2], [0.2, 0.3, -0.2], [0.2, -0.3, -0.2], [0.6, -0.1, 0.3], [-0.5, 1.0, -0.6], [1.0, -2.6, -1.5], [1.4, 1.9, -1.6], [-2.4, -2.0, 1.4], [-1.7, 2.3, 1.7], [2.2, -1.5, 0.2], [0.7, 0.1, 0.1], [0.0, 0.0, -0.3], [0.1, -0.4, 0.4], [-1.2, 1.2, -0.1], [0.7, 0.1, 0.2], [-0.4, 0.2, -0.1], [0.6, -0.1, 0.7], [-0.1, 1.3, -0.1], [0.2, -1.1, -0.5], [-0.3, -0.1, 0.4], [-0.3, 0.2, -1.4], [0.2, 1.1, 0.8], [0.1, -0.1, 0.1], [-0.4, 0.2, 0.1], [-0.2, -0.2, -0.4], [-0.2, -0.1, 0.8], [0.2, -1.4, -0.1], [0.2, 0.4, -0.5]],
  "lowdin_charge": [0.98, 0.59, -0.41, -0.37, -0.37, -0.42, -0.02, 0.01, -0.64, 0.10, 0.00, -0.03, 0.10, 0.09, 0.10, 0.09, 0.10, 0.10, -0.05, -0.03, -0.47, 0.08, -0.02, -0.08, 0.10, 0.10, 0.09, 0.09, 0.09, 0.10, -0.05, 0.00, -0.60, 0.11, 0.01, -0.04, 0.09, 0.10, 0.10, 0.08, 0.10, 0.11],
  "homo_lumo_gap_ev": 4.45,
  "relative_energy_kj_mol": 494.7,
  "energy_ev": -53170.362
}